[1]
DFT (the ωB97M-V functional and the def2-TZVPD basis) results for a 19-piece molecular cluster, C20H22Cl54NO8P overall at a distorted geometry.

The geometry in XYZ format:
```
106
Properties=species:S:1:pos:R:3:forces:R:3:mulliken_charge:R:1
O -5.343779 -1.553024 3.081003 -0.14 -0.31 0.19 -0.25
N -4.589880 -2.368587 3.405162 -0.27 0.46 -1.01 0.16
O -4.350962 -3.309612 2.335034 -0.10 -0.26 -1.25 -0.19
C -3.045538 -3.021422 1.833047 0.04 -0.44 1.61 -0.29
O -2.820922 -3.767094 0.670348 0.98 0.65 -0.35 -0.30
C -2.636806 -2.990256 -0.437049 -2.33 0.15 -1.71 0.56
O -3.533103 -2.790466 -1.200473 1.06 -0.22 0.55 -0.43
O -1.367372 -2.505319 -0.726429 0.34 0.14 0.97 -0.17
P -0.954220 -1.137170 0.030817 0.21 1.21 0.74 0.51
O -2.049049 -0.200453 0.232242 -1.15 -0.24 0.33 -0.56
O 0.192454 -0.433625 -0.793063 0.26 -1.05 -0.26 0.11
O -0.315558 -1.578882 1.439234 -0.28 -0.11 -0.46 -0.45
H -2.973660 -1.941846 1.691128 0.04 0.00 -0.42 0.39
H -2.332636 -3.367230 2.587488 0.18 0.12 -0.08 0.30
H 0.147537 0.514000 -0.589170 -0.08 0.15 -0.05 0.13
H -0.916376 -1.263279 2.125585 0.11 0.11 0.16 0.39
C -4.145410 -1.813627 7.347317 0.36 -0.03 0.27 -0.11
Cl -3.605363 -2.222589 5.711269 0.02 0.18 1.37 0.01
Cl -5.547159 -2.784425 7.800421 0.31 0.21 -0.20 -0.06
Cl -2.830594 -2.017435 8.512881 -0.46 0.25 0.09 -0.11
H -4.440224 -0.772587 7.347473 0.01 0.00 -0.02 0.30
C -0.092508 3.556277 0.888184 -0.11 0.07 -0.03 -0.09
Cl -0.069516 3.414682 -0.874446 0.05 -0.05 0.00 -0.10
Cl -1.319655 4.707391 1.404998 0.05 -0.03 -0.02 -0.11
Cl -0.368088 1.973076 1.620540 0.22 0.10 -0.08 -0.04
H 0.873387 3.918781 1.213918 0.01 -0.01 -0.01 0.35
C 3.054055 -3.032364 -0.272830 -0.06 0.04 0.13 0.72
Cl 3.732915 -4.658975 -0.310590 0.02 0.02 -0.05 -0.15
Cl 1.289868 -3.095640 -0.254770 0.77 -0.86 -0.27 -0.04
Cl 3.659036 -2.132823 1.120050 0.00 0.03 -0.04 -0.12
H 3.363507 -2.514436 -1.170349 -0.03 0.00 0.03 -0.40
C -2.614797 1.555419 -4.023665 0.03 0.01 0.12 -0.13
Cl -1.771349 0.628102 -2.784090 -0.10 0.06 -0.26 0.00
Cl -4.151702 2.165362 -3.401290 0.23 -0.26 -0.05 -0.05
Cl -1.602162 2.882539 -4.598582 0.39 -0.32 0.05 -0.13
H -2.822100 0.899392 -4.858649 0.00 0.01 -0.01 0.31
C -2.439064 -8.187060 2.184606 0.03 -0.16 0.06 0.13
Cl -1.575648 -7.497526 3.566634 -0.02 0.06 -0.05 -0.10
Cl -1.462920 -9.427546 1.396347 -0.24 0.37 -0.55 -0.10
Cl -3.994673 -8.842916 2.691307 0.04 -0.04 0.00 -0.08
H -2.621643 -7.395329 1.472628 0.00 0.06 -0.02 0.17
C 1.115439 -3.824127 8.463305 -0.01 0.10 -0.08 -0.12
Cl 2.237234 -2.477797 8.256233 -0.06 -0.12 0.05 -0.03
Cl 0.710933 -4.047129 10.167751 0.01 -0.02 -0.03 -0.13
Cl -0.343537 -3.559026 7.507322 0.35 -0.25 -0.08 -0.03
H 1.597260 -4.725377 8.108554 0.01 -0.01 0.03 0.32
C 4.486268 -0.178515 -3.332109 -0.07 0.07 0.09 -0.07
Cl 4.944574 -1.871934 -3.129103 0.05 0.02 -0.08 -0.13
Cl 2.834226 0.093868 -2.776913 0.01 -0.08 -0.01 -0.01
Cl 5.613483 0.874796 -2.473161 0.05 -0.01 0.01 -0.09
H 4.534128 0.060657 -4.386041 0.02 -0.02 0.00 0.31
C 4.978031 -0.268407 6.485832 -0.10 -0.06 0.00 -0.03
Cl 4.410815 -0.021048 8.141516 0.11 0.07 -0.06 -0.13
Cl 5.141370 -1.986866 6.124428 0.05 0.05 -0.01 -0.10
Cl 3.890628 0.509401 5.332947 0.02 0.01 0.01 -0.09
H 5.953584 0.189071 6.392555 0.00 0.01 0.01 0.35
C -0.993902 3.755912 5.698236 0.06 -0.02 -0.09 -0.03
Cl -1.139929 5.422240 5.137427 -0.02 -0.02 0.04 -0.11
Cl -1.782620 2.644524 4.576006 -0.10 0.07 0.20 -0.07
Cl 0.702530 3.318194 5.914915 -0.02 -0.02 0.02 -0.11
H -1.488598 3.677951 6.656904 0.01 0.00 0.01 0.32
C -3.807709 6.258945 -6.017909 -0.05 -0.08 0.14 -0.03
Cl -4.012853 4.782659 -5.071199 -0.39 0.58 -0.26 0.02
Cl -5.276948 7.237522 -6.016751 0.01 -0.01 -0.04 -0.12
Cl -2.438596 7.197448 -5.412123 0.02 -0.01 -0.03 -0.14
H -3.595819 5.976795 -7.040450 0.01 0.02 -0.01 0.28
C 7.627271 4.122265 -2.564900 0.16 -0.08 -0.01 0.21
Cl 7.481857 5.882241 -2.483358 -0.06 -0.01 0.02 -0.16
Cl 8.717468 3.635774 -3.864092 -0.11 0.05 0.05 -0.11
Cl 8.176289 3.477751 -1.017023 -0.07 -0.02 -0.03 -0.12
H 6.647740 3.712635 -2.774433 -0.01 0.03 0.00 0.17
C -7.985326 -7.834671 2.189906 -0.01 0.05 0.15 -0.06
Cl -7.962081 -9.246952 3.245992 -0.02 -0.07 -0.03 -0.11
Cl -9.585353 -7.093118 2.157784 0.05 -0.03 0.00 -0.12
Cl -6.761936 -6.673156 2.709758 -0.07 0.14 -0.05 -0.03
H -7.740081 -8.159022 1.187474 0.01 0.02 -0.01 0.33
C 9.003105 7.389695 -5.524814 0.00 -0.07 -0.17 0.55
Cl 10.317547 6.281316 -5.910893 0.04 0.02 0.00 -0.12
Cl 9.579318 9.061292 -5.535041 -0.01 -0.01 0.05 -0.15
Cl 7.657767 7.177366 -6.647879 0.10 -0.37 0.28 -0.10
H 8.650609 7.160362 -4.529617 0.00 0.00 0.02 -0.17
C 6.149871 10.479421 -9.028786 0.08 -0.07 0.12 -0.07
Cl 6.633716 9.910012 -10.630583 -0.03 0.03 -0.05 -0.11
Cl 4.582803 9.803652 -8.578157 0.01 0.03 -0.02 -0.12
Cl 7.373257 10.067859 -7.828951 -0.13 0.43 -0.26 -0.03
H 6.056410 11.556332 -9.067227 -0.02 0.00 -0.04 0.33
C -0.099640 -12.430957 4.015085 0.10 0.11 0.09 0.01
Cl -0.394263 -10.694158 3.949225 0.20 -0.36 0.50 -0.05
Cl 1.054024 -12.913857 2.768155 -0.04 -0.02 -0.01 -0.13
Cl 0.474342 -12.915259 5.614151 -0.04 -0.03 -0.02 -0.13
H -1.035033 -12.939753 3.824518 0.00 -0.01 0.00 0.29
C -7.795304 4.036834 -3.179707 0.07 0.02 -0.05 -0.04
Cl -7.434808 5.740852 -3.439816 -0.03 0.01 0.02 -0.09
Cl -7.779660 3.152525 -4.707637 -0.01 0.00 0.03 -0.12
Cl -6.654549 3.325789 -2.036120 -0.22 0.08 0.14 -0.10
H -8.787549 3.962817 -2.755643 0.00 -0.03 0.00 0.36
C 9.287698 8.239703 -13.156220 0.10 -0.09 -0.05 0.39
Cl 9.139901 8.399932 -14.907837 -0.03 0.02 0.03 -0.13
Cl 8.896154 6.597553 -12.643700 -0.03 0.05 0.01 -0.12
Cl 10.908171 8.690254 -12.624108 -0.04 0.02 0.02 -0.12
H 8.581030 8.915661 -12.694154 0.01 0.01 0.01 -0.03
C -8.465870 -5.374537 6.396529 -0.12 -0.05 0.05 0.28
Cl -7.877693 -4.723847 7.928420 -0.27 -0.20 0.06 -0.14
Cl -8.850941 -7.087563 6.564337 0.07 0.02 -0.07 -0.12
Cl -9.877799 -4.477833 5.834700 0.06 0.03 -0.03 -0.12
H -7.680441 -5.266649 5.659176 0.00 -0.03 -0.01 0.08
```
Positions in Å, forces in eV/Å.

Output
2S+1: 1
Strongest force on any atom (hartree/bohr): 0.0563
Lowest unoccupied orbital energy (eV): -0.9


[2]
DFT (the ωB97M-V functional and the def2-TZVPD basis) results for C20H22Cl5N3O4PSSe4Sr as an isolated structure at a distorted geometry.

The geometry in XYZ format:
```
61
Properties=species:S:1:pos:R:3:forces:R:3:nbo_charge:R:1
Sr 0.575341 -0.240409 0.741891 -0.18 0.04 1.13 1.71
Cl -2.877347 1.065358 0.616867 0.04 0.04 -0.20 -0.06
C -1.970344 1.736352 -0.750527 -0.02 0.01 0.05 0.05
C -0.647619 1.357449 -0.874811 -0.38 0.42 -0.50 -0.53
C 0.034123 2.015588 -1.873033 0.08 0.02 0.03 -0.04
Cl 1.800339 1.776275 -1.939758 -0.12 -0.06 -0.01 -0.07
C -0.523454 2.938570 -2.748682 0.11 0.04 -0.08 -0.10
Cl 0.421241 3.714821 -3.980725 -0.08 -0.04 0.09 0.01
C -1.872241 3.254786 -2.601474 0.01 -0.01 0.02 -0.10
Cl -2.620920 4.393789 -3.666479 0.02 -0.04 0.05 0.02
C -2.605729 2.662088 -1.572760 -0.07 0.00 0.05 -0.14
Cl -4.266781 3.095713 -1.338020 0.08 -0.02 -0.03 0.02
Se 2.670574 -2.169866 1.746462 0.34 -0.16 -0.13 -0.84
Se 2.023262 -2.326153 3.986481 -0.07 -0.04 0.05 -0.08
Se 1.886976 -0.137154 4.749906 0.02 0.00 0.01 -0.10
Se -0.133764 0.687746 3.909076 0.01 -0.06 -0.18 -0.79
N -4.069943 -2.263643 3.615769 0.02 -0.09 -0.07 -0.80
C -3.420635 -2.391285 2.411812 -0.08 0.03 0.19 0.35
C -2.115855 -1.885750 2.268436 0.17 -0.12 -0.10 -0.03
N -1.467727 -2.004411 1.128819 0.04 0.06 -0.03 -0.45
C -2.077702 -2.649605 0.120977 0.04 0.09 0.02 -0.07
C -3.350647 -3.142115 0.281773 -0.10 -0.02 0.04 0.01
N -4.040570 -3.010836 1.421323 0.02 -0.04 -0.13 -0.45
H -3.718164 -1.578300 4.262670 0.00 0.02 -0.02 0.40
H -5.066065 -2.396338 3.591268 -0.01 0.02 0.00 0.39
H -1.613185 -1.372648 3.084800 -0.02 0.02 -0.03 0.25
H -1.537346 -2.741563 -0.812688 0.01 0.02 0.01 0.21
H -3.850861 -3.650948 -0.534306 -0.01 0.00 0.02 0.19
C -1.680941 3.768654 3.236144 0.02 -0.02 -0.09 -0.25
O -1.121102 4.094320 1.964793 -0.02 -0.02 0.03 -0.84
P 0.247755 3.368931 1.450955 0.16 -0.01 -0.17 1.64
O 1.309384 4.082440 2.470865 -0.01 -0.01 0.13 -0.85
C 2.316811 3.273102 3.084711 0.01 0.03 -0.08 -0.24
O 0.418854 4.269634 0.111548 0.04 0.01 0.08 -0.84
C 0.316569 5.691184 0.121351 -0.03 -0.04 0.02 -0.25
H -2.411794 4.542214 3.463958 -0.02 0.03 0.00 0.18
H -0.917227 3.739499 4.012422 0.02 0.01 0.01 0.19
H -2.178583 2.798949 3.200276 0.00 -0.03 -0.01 0.19
H 1.994807 2.962037 4.075903 -0.01 0.02 0.04 0.20
H 2.527170 2.368942 2.508010 -0.03 0.01 -0.01 0.18
H 3.225625 3.869549 3.147852 0.01 0.02 0.00 0.17
H 0.935536 6.118815 0.911904 0.00 0.00 0.00 0.18
H -0.719751 5.996575 0.265905 0.00 0.01 0.01 0.19
H 0.667986 6.038098 -0.848489 0.01 0.01 -0.02 0.18
C 3.628632 -1.616125 -1.674326 0.11 0.02 0.04 -0.83
S 2.019031 -1.541042 -2.447304 -0.40 -0.03 0.09 1.30
O 1.031620 -1.500371 -1.308984 0.21 0.05 -0.42 -1.06
C 1.968451 -3.231943 -3.004267 0.02 -0.12 0.06 -0.28
C 2.233108 -3.520775 -4.332986 -0.01 -0.08 -0.01 -0.21
C 2.195540 -4.845179 -4.753604 -0.01 0.00 0.04 -0.21
C 1.882823 -5.850070 -3.846604 0.00 0.05 -0.01 -0.20
C 1.607517 -5.540543 -2.518240 0.01 0.01 -0.04 -0.22
C 1.647437 -4.223452 -2.087224 0.01 -0.06 -0.01 -0.14
H 3.570247 -2.313633 -0.836192 0.06 -0.01 -0.03 0.27
H 3.877496 -0.617174 -1.316116 -0.02 -0.03 -0.01 0.25
H 4.346873 -1.946857 -2.425680 0.02 0.04 0.06 0.23
H 2.454718 -2.721965 -5.032082 0.00 -0.02 0.02 0.22
H 2.397291 -5.089168 -5.789584 -0.01 0.01 0.04 0.21
H 1.845947 -6.880526 -4.177645 0.00 0.02 0.00 0.21
H 1.362091 -6.326538 -1.815252 0.01 0.01 -0.02 0.22
H 1.435104 -3.955115 -1.057110 0.01 0.00 -0.02 0.25
```
Positions in Å, forces in eV/Å.

Output
Net charge: -1
2S+1: 1
Strongest force on any atom (hartree/bohr): 0.0222
Lowest unoccupied orbital energy (eV): 2.0


Number 1: Kohn-Sham gap 9.634 eV. Number 2: Kohn-Sham gap 5.957 eV.